[1]
Below is a structure of composition C50H51N7O2Sc, with properties calculated with ωB97M-V/def2-TZVPD.

```
111
Properties=species:S:1:pos:R:3:forces:R:3
Sc 1.038 -0.340 -0.069 -0.29 0.33 0.05
O -0.761 0.161 -0.828 0.45 -0.27 0.28
O 1.875 0.333 -1.867 0.25 0.05 -0.37
N -1.212 -3.355 0.881 -0.03 0.13 0.00
N -0.960 0.840 2.456 -0.01 0.15 -0.13
N 1.686 1.962 0.336 -0.03 0.08 -0.08
N 0.859 -2.409 -1.468 -0.20 0.19 -0.15
N 2.523 3.084 -3.125 0.20 -0.29 -0.49
N 3.056 -1.397 0.105 0.08 0.16 -0.09
N -1.567 2.077 -2.500 0.38 -0.06 -0.22
C 1.029 -1.407 -4.932 0.02 0.06 0.08
C 2.958 2.126 -3.901 -0.10 0.32 0.43
C -1.298 -2.139 0.562 0.08 -0.11 0.04
C 3.488 -1.594 2.549 -0.02 -0.10 -0.02
C -2.448 4.180 3.239 0.02 0.00 0.02
C -6.134 -1.668 -0.584 -0.02 0.00 -0.01
C 0.593 -3.838 -1.114 0.01 -0.16 -0.01
C 1.575 3.028 0.745 0.04 -0.16 -0.11
C 0.089 -3.724 1.413 -0.01 -0.02 0.05
C -1.992 4.056 0.891 -0.05 0.00 0.01
C -4.712 -1.188 -0.675 0.05 0.02 0.01
C 4.851 -2.781 0.911 0.01 0.02 0.04
C 1.683 -0.657 -5.913 0.02 0.06 0.01
C -1.422 -1.227 3.678 0.06 -0.05 -0.04
C 2.125 -0.844 4.453 -0.04 0.02 0.00
C 1.392 -0.120 2.228 -0.09 -0.30 0.02
C 4.445 -2.012 3.492 -0.05 -0.02 -0.04
C -2.038 -0.267 -0.796 -0.14 -0.03 0.03
C 0.634 -2.212 -2.711 0.13 -0.15 0.14
C -1.978 2.886 3.397 0.00 -0.02 -0.03
C -1.489 2.171 2.304 0.00 0.06 0.01
C 1.747 0.049 -3.114 0.04 -0.02 -0.02
C 5.518 -2.825 3.184 0.00 0.02 -0.02
C -3.067 0.467 -1.457 0.03 -0.01 0.04
C -1.866 -0.092 3.003 -0.03 -0.15 0.04
C 0.138 3.342 -3.682 -0.11 -0.01 0.01
C 5.709 -3.256 1.882 -0.03 0.00 -0.01
C -2.376 -1.443 -0.120 0.03 0.10 -0.06
C -4.389 -0.024 -1.346 0.01 -0.06 0.06
C 1.079 -1.123 -3.575 0.01 0.08 -0.02
C -1.512 2.762 1.050 -0.01 0.00 0.02
C -2.824 1.628 -2.214 -0.13 0.04 0.07
C 1.662 -1.073 -7.356 -0.02 0.00 -0.03
C 3.787 -1.941 1.229 0.03 -0.05 0.01
C -4.136 -0.845 3.333 0.01 0.00 0.02
C -3.691 -1.966 4.019 -0.01 0.02 0.01
C 2.361 0.855 -4.128 -0.12 -0.06 0.03
C -1.285 3.334 -3.131 0.01 0.01 0.00
C -2.328 -2.146 4.183 -0.04 -0.08 -0.04
C 2.386 0.438 -5.476 -0.02 -0.05 0.02
C -2.451 4.773 1.984 -0.02 0.01 -0.05
C -3.687 -1.912 -0.071 -0.04 0.03 -0.02
C 1.171 3.169 -2.567 -0.14 -0.04 0.10
C 2.290 -0.811 3.031 -0.02 0.12 -0.02
C 1.400 4.371 1.266 0.06 0.08 0.06
C 0.524 0.917 4.443 -0.03 0.03 -0.08
C -3.241 0.085 2.834 -0.07 -0.04 -0.11
C 0.957 -4.307 0.286 -0.03 0.02 -0.02
C 0.448 0.851 2.950 0.26 0.13 -0.15
C 1.290 0.051 5.136 0.07 -0.01 0.02
H 3.133 -2.049 -0.674 -0.10 0.14 0.05
H 2.478 -1.762 -7.576 0.02 -0.03 -0.01
H 2.632 -1.595 5.035 -0.02 0.01 0.05
H 3.555 -0.560 -0.208 0.08 -0.05 0.02
H -2.827 4.720 4.095 -0.01 0.02 0.03
H 0.236 2.527 -4.403 0.00 0.03 0.03
H 5.015 -3.042 -0.128 0.00 -0.01 -0.05
H -1.983 3.492 -3.960 0.01 0.01 0.04
H -3.650 2.176 -2.646 -0.03 0.02 -0.04
H -4.394 -2.684 4.415 -0.03 -0.03 0.01
H 3.841 2.378 -4.483 0.01 0.03 -0.01
H 3.064 3.938 -3.123 0.02 -0.05 0.02
H -6.811 -0.996 -1.107 -0.02 0.01 -0.01
H 0.321 4.282 -4.210 -0.01 -0.01 0.02
H -1.168 2.191 0.203 -0.03 -0.11 -0.13
H 1.003 2.277 -1.969 0.01 0.08 -0.06
H -1.954 -3.017 4.705 0.01 -0.02 0.02
H -5.194 -0.686 3.178 -0.06 0.00 -0.01
H -5.176 0.544 -1.828 -0.06 0.02 -0.03
H 1.278 0.040 6.218 -0.02 0.01 0.04
H 2.327 4.933 1.166 0.03 0.01 0.01
H -3.616 0.934 2.278 0.00 0.00 0.00
H 6.206 -3.116 3.964 0.02 -0.01 0.04
H -2.027 2.410 4.365 0.01 -0.03 0.07
H 1.177 -4.442 -1.815 -0.05 0.02 0.03
H -6.455 -1.730 0.457 -0.02 -0.01 0.02
H 0.499 -2.302 -5.240 -0.01 -0.04 -0.02
H 2.011 -4.113 0.501 0.02 -0.02 0.02
H 4.356 -1.675 4.511 0.06 -0.03 0.00
H -0.463 -4.046 -1.299 0.03 0.02 0.02
H -3.892 -2.823 0.474 -0.01 -0.04 0.04
H 1.122 4.314 2.318 -0.03 0.00 0.02
H -0.432 -1.494 0.817 -0.34 -0.12 0.42
H -0.035 -4.461 2.206 0.02 0.02 0.00
H 0.593 -2.850 1.849 0.00 0.04 0.04
H 1.155 4.030 -1.898 0.01 -0.01 -0.01
H 0.594 4.868 0.726 0.03 -0.02 0.02
H 1.766 -0.213 -8.015 0.00 0.01 -0.03
H -2.030 4.492 -0.098 -0.01 0.03 -0.07
H -2.837 5.775 1.858 -0.01 0.04 0.00
H 0.729 -1.576 -7.602 -0.02 0.00 -0.02
H 6.526 -3.911 1.622 0.04 -0.02 -0.02
H -0.062 1.672 4.945 -0.10 0.04 0.07
H -1.421 4.182 -2.440 0.02 0.03 -0.02
H 0.180 -3.030 -3.284 0.06 0.02 0.03
H -0.823 1.521 -2.095 -0.13 0.14 0.03
H 0.843 -5.392 0.262 0.00 0.01 -0.02
H 0.778 1.841 2.600 0.06 -0.13 0.11
H -6.241 -2.662 -1.018 -0.01 -0.02 0.00
H 2.934 1.041 -6.192 0.01 0.03 -0.03
H -0.367 -1.404 3.810 0.07 -0.04 -0.01
```
Positions in Å, forces in eV/Å.

Output
energy relative to the best compared isomer or geometry (same formula, charge and spin) = 78.62 kcal/mol
energy = -3230.22828 a.u.
net charge = +1
orbital gap (alpha / beta) = 0.1792 / 0.1339 hartree
HOMO level (alpha / beta) = -8.530 / -7.299 eV

Results of the Löwdin charge analysis, in e, for atoms 1 through 5: 0.96 -0.24 -0.16 0.09 0.01

[2]
Below is a structure of composition C50H52BiN7O7S4Te at a distorted geometry, with properties calculated with ωB97M-V/def2-TZVPD.

```
122
Properties=species:S:1:pos:R:3:forces:R:3
Bi -21.011 -8.013 -2.798 1.98 1.77 -0.58
Te -19.719 -9.690 -6.364 0.20 0.58 -0.50
S -21.031 -6.951 0.774 0.44 -0.69 -2.24
S -23.704 -12.005 -2.657 -0.19 -0.05 -0.25
S -21.939 -14.130 -3.848 0.16 0.24 0.24
S -21.281 -4.441 -2.704 -0.19 1.65 0.13
O -19.684 -7.455 1.030 -1.12 0.08 0.20
O -21.297 -5.634 1.279 -0.37 0.25 0.28
O -19.190 -5.416 -4.024 -1.27 -0.17 0.54
O -21.375 -7.030 -0.737 0.08 -0.04 1.97
O -21.708 -10.728 -0.619 0.53 0.71 0.09
O -17.759 -7.491 -2.205 -0.21 -0.29 -0.64
O -23.249 -10.368 -5.339 -0.41 -0.57 1.27
N -20.647 -9.902 -1.116 0.99 -1.50 2.18
N -23.753 -7.325 -3.043 -0.73 -0.41 -1.13
N -27.659 -4.013 -2.863 -0.05 -0.62 -0.58
N -21.167 -11.622 -3.624 -1.16 -2.00 1.40
N -18.659 -8.335 -1.894 0.04 -0.15 1.38
N -28.479 -5.653 -4.152 -0.95 -0.63 -0.39
N -19.790 -7.555 -4.898 1.97 0.30 0.33
C -20.270 -5.548 -3.252 0.61 -2.89 -0.32
C -27.406 -5.181 -3.451 -0.95 2.00 0.83
C -19.996 -8.029 -7.750 0.47 0.12 0.01
C -24.030 -6.289 -2.277 -0.26 0.46 0.21
C -19.861 -14.611 -10.528 -0.25 -1.22 -0.80
C -30.821 -4.651 -4.544 0.04 0.56 0.17
C -25.853 -6.952 -4.178 0.66 -0.64 0.19
C -22.207 -7.289 -6.658 -0.38 -0.33 0.12
C -28.960 -3.677 -3.208 -0.23 -1.10 -0.47
C -17.813 -8.523 -8.944 1.08 -0.98 -0.63
C -29.714 -2.535 -2.904 -0.01 -0.66 -0.41
C -17.987 -14.026 -4.796 -0.47 -0.77 0.26
C -22.226 -12.449 -3.381 1.65 1.34 -0.49
C -14.946 -6.050 -6.471 -0.21 0.22 0.09
C -19.565 -9.935 -0.347 -1.93 0.20 -1.42
C -17.697 -12.754 -4.330 0.11 0.23 0.03
C -18.591 -13.091 -8.976 -0.16 -0.47 -0.04
C -15.371 -7.329 -6.141 -0.13 0.30 -0.06
C -22.242 -8.076 1.507 0.59 -0.08 0.59
C -19.038 -7.737 -8.744 -0.92 -0.12 0.14
C -16.959 -5.179 -5.491 -0.03 -0.68 -0.42
C -17.114 -9.161 -0.156 -0.26 -0.16 -0.16
C -21.237 -6.101 -8.545 0.00 0.04 0.31
C -30.995 -2.468 -3.451 0.33 0.64 0.33
C -15.703 -4.948 -6.063 -0.48 -0.87 0.08
C -26.137 -5.863 -3.357 1.05 -0.64 0.19
C -25.164 -5.504 -2.416 -0.61 -0.24 -0.25
C -18.710 -11.919 -3.901 -0.57 0.04 0.33
C -18.534 -12.027 -8.091 -0.22 0.67 0.16
C -19.270 -14.579 -4.650 0.70 0.21 -0.43
C -19.665 -11.234 -7.873 -0.33 0.07 -0.30
C -18.445 -9.133 -0.844 -0.43 0.24 -0.78
C -20.619 -4.745 -10.533 -0.83 0.40 -0.44
C -21.999 -10.592 -8.618 -0.54 0.47 -0.34
C -20.819 -11.497 -8.638 0.31 0.17 0.08
C -19.257 -6.720 -9.661 -0.57 0.56 -0.14
C -17.516 -6.490 -5.349 1.53 0.51 0.50
C -19.755 -13.431 -9.643 -0.25 0.96 0.23
C -19.499 -10.675 0.991 1.00 0.34 -0.88
C -31.525 -3.465 -4.257 0.32 -1.32 -0.13
C -17.197 -11.730 -7.489 1.22 -0.22 0.18
C -20.266 -13.766 -4.126 0.06 0.22 -0.35
C -20.849 -12.568 -9.506 0.61 -0.60 -0.21
C -24.647 -7.638 -4.007 0.14 0.17 0.35
C -18.883 -6.711 -4.802 -1.47 0.12 0.74
C -29.533 -4.733 -4.012 0.95 0.52 0.25
C -16.605 -7.546 -5.521 -0.11 -0.08 -0.37
C -21.079 -7.149 -7.633 -0.34 -0.09 -0.33
C -20.360 -5.872 -9.588 0.25 -0.34 0.52
C -20.030 -12.390 -3.860 -0.37 -0.33 -0.67
H -14.030 -5.903 -7.027 0.18 -0.03 0.09
H -16.523 -11.269 -8.245 -0.43 -0.09 0.32
H -16.415 -8.616 -0.797 0.02 -0.26 0.16
H -19.461 -15.594 -5.020 -0.05 0.42 0.32
H -23.187 -7.543 1.642 0.18 -0.08 -0.26
H -16.818 -10.216 0.002 0.13 0.50 -0.05
H -20.413 -11.246 1.112 0.13 -0.10 0.18
H -18.585 -11.321 0.995 -0.84 0.31 0.03
H -22.385 -10.417 -7.612 -0.08 -0.10 -0.03
H -23.312 -6.088 -1.508 0.31 0.27 0.32
H -21.730 -9.612 -9.033 0.02 -0.06 0.14
H -28.532 -6.596 -4.569 0.01 1.12 0.42
H -29.293 -1.745 -2.290 -0.10 -0.10 -0.10
H -23.757 -10.846 -4.597 1.06 0.82 -1.25
H -14.738 -8.173 -6.393 -0.05 -0.04 0.16
H -26.542 -7.341 -4.920 0.04 0.20 -0.04
H -20.745 -3.786 -10.001 0.30 -0.32 -0.11
H -21.843 -8.337 2.508 -0.21 0.12 -0.49
H -17.199 -11.073 -6.604 -0.20 -0.33 -0.45
H -16.789 -8.562 -5.172 -0.56 0.28 -0.22
H -19.139 -14.588 -11.360 -0.11 0.06 0.22
H -17.188 -14.610 -5.229 0.02 -0.21 0.00
H -22.052 -6.714 -5.748 0.20 0.12 0.09
H -15.330 -3.934 -6.190 -0.14 -0.17 0.02
H -20.875 -14.641 -10.987 0.62 -0.15 0.30
H -24.380 -8.487 -4.633 -0.01 0.05 0.00
H -23.108 -6.890 -7.141 -0.01 -0.25 0.24
H -16.710 -12.688 -7.219 -0.18 0.48 0.05
H -22.366 -10.860 -1.345 0.49 0.16 -0.03
H -17.495 -4.326 -5.135 -0.54 0.18 0.00
H -17.332 -8.780 -7.998 -0.07 -0.11 -0.08
H -25.304 -4.666 -1.760 -0.15 0.22 0.11
H -22.370 -8.331 -6.356 -0.05 0.22 -0.11
H -22.313 -10.441 -5.032 -0.76 0.00 -0.26
H -19.683 -15.580 -9.997 -0.22 0.73 -0.27
H -21.602 -4.899 -11.036 0.65 0.02 0.09
H -19.357 -9.928 1.792 -0.21 -0.25 -0.38
H -32.527 -3.382 -4.647 -0.14 0.18 -0.05
H -18.014 -9.458 -9.515 0.07 0.36 0.51
H -22.093 -5.440 -8.393 0.15 -0.11 -0.16
H -17.685 -13.665 -9.119 0.07 -0.26 -0.06
H -22.348 -8.990 0.906 0.08 0.37 0.07
H -31.594 -1.582 -3.261 0.03 -0.10 0.01
H -22.794 -10.985 -9.270 0.10 0.02 0.34
H -17.152 -8.656 0.815 -0.03 0.00 -0.02
H -21.715 -12.719 -10.139 -0.17 -0.14 0.12
H -31.272 -5.426 -5.170 0.27 0.24 0.24
H -18.559 -6.604 -10.474 0.28 0.14 -0.12
H -18.533 -10.924 -3.531 0.20 0.32 -0.06
H -16.660 -12.423 -4.320 -0.23 0.11 -0.10
H -19.842 -4.639 -11.296 -0.10 -0.01 0.11
H -17.091 -7.954 -9.552 -0.15 -0.11 0.25
```
Positions in Å, forces in eV/Å.

Output
energy relative to the best compared isomer or geometry (same formula, charge and spin) = 0.00 kcal/mol
energy = -4921.84540 a.u.
net charge = -2
orbital gap = 0.1910 hartree
HOMO level = -1.984 eV

Results of the Löwdin charge analysis, in e, for atoms 1 through 5: 1.80 1.49 0.45 0.51 0.96

Question: The lowest energy relative to the best compared isomer or geometry (same formula, charge and spin) belongs to which entry?
Answer: C50H52BiN7O7S4Te

Question: Which value of net charge does entry 2 give?
Answer: -2

Question: Which formula does entry 2 have?
Answer: C50H52BiN7O7S4Te